A cluster of 2 separate species, BrH3N2 in total. Source: the OMol25 dataset; level of theory: ωB97M-V with the def2-TZVPD basis set.

The calculation puts the frontier orbital gap (alpha / beta) at 8.672 / 9.197 eV. The calculation puts the LUMO energy (alpha / beta) at -0.4 / -0.7 eV. Its relative energy (zero: lowest compared OMol25 entry of this formula, charge and spin) is 361.6 kJ/mol. The spin multiplicity is 1.

Each line ends with the natural charge from an NBO analysis.
Atoms and positions in Å:
N 0.19687 -0.09285 -0.75894  -0.620
N 0.00069 -0.64958 0.42486  -0.205
Br -1.55271 0.29023 1.19191  0.031
H 0.01448 -0.70746 -1.56345  0.383
H -0.20174 0.89964 -0.83892  0.368
H 1.54241 0.26002 1.54455  0.044

Cartesian forces (eV/Å) of the 2 atoms listed first:
-0.70 1.81 -0.87
-0.35 0.55 0.53

---

A structure of composition C26H33F3N4O4PS2W. Source: the OMol25 dataset; level of theory: ωB97M-V with the def2-TZVPD basis set.

The calculation puts the frontier orbital gap (alpha / beta) at 6.522 / 6.575 eV. The calculation puts the LUMO energy (alpha / beta) at -4.2 / -4.1 eV. The spin multiplicity is 1. The total charge is +1.

Each line ends with the Mulliken charge.
Atoms and positions in Å:
W -0.07338 -0.74770 1.53686  2.547
C 1.15864 1.95799 3.49981  -1.750
C -0.23769 1.54724 3.11197  0.837
C -1.00417 2.35406 2.25750  -0.043
C -2.37074 2.16471 2.13111  -0.522
C -3.00110 1.11342 2.78548  -0.597
C -2.24936 0.23443 3.54626  -0.459
C -0.88021 0.46183 3.73206  -0.696
H 1.85979 1.90596 2.66685  0.203
H 1.54246 1.34198 4.31403  0.400
H 1.14510 2.98622 3.86223  0.527
H -0.52069 3.17656 1.74407  0.471
H -2.94798 2.83466 1.50827  0.443
H -4.06535 0.96142 2.67321  0.421
H -2.71546 -0.61074 4.03544  0.427
H -0.34010 -0.12274 4.47018  0.549
N 1.77742 -1.32701 2.89975  -0.626
N 1.48184 -2.58173 3.46619  -0.247
C 0.15387 -2.97555 3.47857  0.491
O -0.27563 -3.87783 4.12583  -0.571
O -0.58471 -2.21398 2.63992  -1.162
H 2.65660 -1.36803 2.37995  0.119
H 1.94644 -0.63127 3.62544  0.356
H 2.04950 -2.90396 4.23696  0.266
C 3.72613 3.40037 0.24668  -1.175
C 3.88092 2.70359 -1.08407  0.431
C 2.82541 3.08868 -2.09662  -1.164
O 3.86372 1.23393 -0.98234  -0.275
P 3.40561 0.25031 0.14895  0.513
S 4.28856 0.35103 1.85321  -0.380
S 1.32523 0.64449 0.22960  -0.013
O 3.56317 -1.16970 -0.50196  -0.274
C 3.55311 -1.58191 -1.91875  0.662
C 4.88166 -1.24946 -2.55704  -1.478
C 2.34980 -1.05528 -2.67069  -0.743
H 3.79758 4.47351 0.06657  0.500
H 4.50412 3.11452 0.95009  0.366
H 2.75077 3.19870 0.69447  0.109
H 4.87671 2.89649 -1.48431  0.309
H 1.82749 2.84874 -1.72654  0.164
H 2.98571 2.57139 -3.04117  0.300
H 2.87577 4.16182 -2.28184  0.486
H 3.46869 -2.66565 -1.82268  0.292
H 5.00285 -0.17714 -2.70029  0.210
H 4.92719 -1.73687 -3.53195  0.477
H 5.70543 -1.62248 -1.95055  0.363
H 2.41124 0.02166 -2.81753  0.055
H 1.42450 -1.28367 -2.14435  0.008
H 2.31372 -1.53025 -3.65165  0.496
N -0.49821 -2.67051 -0.82123  -0.046
C -0.10094 -3.77519 -1.45378  -0.213
C 1.07097 -4.19787 -0.85295  -1.025
C 1.31747 -3.26250 0.14637  -0.377
N 0.35747 -2.33492 0.16290  0.204
H -1.30251 -2.06735 -0.97012  -0.033
H -0.66771 -4.18528 -2.27208  0.506
H 1.65791 -5.06296 -1.10240  0.482
H 2.13419 -3.21745 0.84666  0.476
F -8.43120 0.97066 -2.71960  -0.247
C -7.34338 0.82311 -3.49522  0.779
F -7.58904 -0.21172 -4.31812  -0.248
F -7.23702 1.92279 -4.25306  -0.280
C -6.11131 0.57916 -2.66656  0.302
C -6.07686 -0.54080 -1.84354  -0.985
C -4.96017 -0.79624 -1.07411  -0.547
C -3.86812 0.07595 -1.11798  0.353
C -3.91341 1.20003 -1.94167  -0.615
C -5.03385 1.44819 -2.71768  -0.685
C -2.71017 -0.17998 -0.31628  0.740
C -1.74483 -0.39784 0.40030  -1.049
H -6.92508 -1.21180 -1.80938  0.398
H -4.92685 -1.66488 -0.43041  0.504
H -3.06786 1.87370 -1.97389  0.512
H -5.06967 2.31696 -3.35935  0.473

Cartesian forces (eV/Å) of the 2 atoms listed first:
-0.02 -0.19 -0.15
-0.04 -0.03 -0.01

---

A cluster of 16 separate species, C29H57Cl31N2O6S in total. Source: the OMol25 dataset; level of theory: ωB97M-V with the def2-TZVPD basis set.

The calculation puts the frontier orbital gap at 8.988 eV. The calculation puts the LUMO energy at -0.3 eV. The spin multiplicity is 1.

Each line ends with the Mulliken charge.
Atoms and positions in Å:
C 4.76884 3.21534 -0.14052  -0.997
C 3.96804 1.94578 -0.09711  0.439
O 2.80080 2.22828 -0.86435  0.047
C 1.87150 1.20195 -1.06247  0.341
C 1.72679 1.04167 -2.57962  -0.564
O 2.79932 0.22771 -3.06963  -0.298
N 2.31332 -0.83838 -3.93260  0.150
O 2.28850 -0.51673 -5.03852  -0.272
O 2.33722 -0.07781 -0.59286  -0.602
S 1.81677 -0.70338 0.76001  1.665
O 2.14349 -2.07817 0.64024  -0.858
O 2.35255 -0.00892 1.87965  -0.834
C 0.03817 -0.50699 0.77961  -0.771
C -0.62861 -1.86309 0.66837  -1.084
C -2.13145 -1.86829 0.94070  0.373
C -3.03251 -1.66476 -0.26931  -1.406
Cl -2.56841 -0.69197 2.21624  -0.071
C -0.38836 0.47556 -0.31727  1.190
C 0.57184 1.63920 -0.41163  1.205
C -0.03191 2.79462 -1.21053  -1.633
C -0.97934 3.69122 -0.39264  -0.568
C -2.43284 3.54874 -0.74413  0.017
C -3.38754 4.48199 0.04343  -1.071
N -4.55010 3.82379 0.66174  -0.653
H 4.16055 4.07549 0.08168  0.019
H 5.09315 3.32105 -1.16417  0.194
H 5.63398 3.16315 0.49826  0.528
H 4.57655 1.17150 -0.53653  0.200
H 3.71212 1.71916 0.92027  -0.194
H 0.77139 0.62894 -2.85734  0.134
H 1.86890 2.01431 -3.01015  -0.037
H -0.16858 -0.00550 1.70679  0.680
H -0.14942 -2.57773 1.31617  0.339
H -0.48810 -2.21154 -0.34342  0.397
H -2.37321 -2.82898 1.35414  0.427
H -3.39976 -2.61100 -0.62690  0.396
H -3.90077 -1.10138 0.02931  0.402
H -2.56347 -1.11455 -1.06234  0.078
H -0.42392 -0.02273 -1.27257  -1.781
H -1.34788 0.84876 -0.00878  0.398
H 0.79879 2.02340 0.57455  0.693
H 0.75390 3.41001 -1.61677  0.505
H -0.58529 2.40049 -2.05216  0.473
H -0.70720 4.71182 -0.61940  0.541
H -0.83240 3.52828 0.65602  -0.160
H -2.54320 3.78462 -1.79214  0.308
H -2.76846 2.52645 -0.62142  0.081
H -2.83649 5.00840 0.80232  0.457
H -3.78931 5.15857 -0.69349  0.426
H -4.98798 3.26060 -0.05729  0.293
H -4.21402 3.14061 1.33135  0.236
C 3.00505 -4.62025 1.83883  0.588
Cl 3.01680 -5.97274 0.68985  -0.216
Cl 2.39924 -5.09627 3.42909  -0.081
H 4.02306 -4.27214 1.95274  0.255
H 2.37898 -3.83438 1.44083  -0.383
C -1.94144 -2.49412 -4.19084  -0.464
Cl -0.89745 -1.37622 -3.29087  0.066
Cl -3.52889 -1.79967 -4.49999  -0.044
H -1.46916 -2.71541 -5.13709  0.135
H -2.05896 -3.39528 -3.60222  0.362
C 4.69717 2.60434 -4.68781  0.103
Cl 5.81122 3.81720 -4.03811  -0.156
Cl 3.10479 3.29254 -5.03520  -0.174
H 5.11096 2.21884 -5.61025  0.391
H 4.57632 1.81436 -3.95627  -0.140
C 4.82660 -5.16218 -2.53282  0.208
Cl 6.53326 -5.58027 -2.71573  -0.167
Cl 3.92755 -5.41946 -4.03883  -0.144
H 4.40045 -5.78338 -1.75772  -0.032
H 4.75181 -4.11662 -2.26300  0.126
C -4.68622 1.13410 -7.44550  -0.296
Cl -5.65520 0.24415 -6.26372  -0.132
Cl -2.95086 0.96507 -7.15773  -0.124
H -4.91072 0.74622 -8.43035  0.257
H -4.94392 2.18274 -7.37725  0.291
C 0.85246 -6.33943 -6.07372  0.016
Cl 0.02103 -4.79397 -5.84736  -0.089
Cl 0.78296 -6.89217 -7.74819  -0.163
H 1.88780 -6.21096 -5.79148  -0.040
H 0.37666 -7.07889 -5.44321  0.296
C -6.94368 -4.48301 -5.19856  -0.330
Cl -6.83502 -2.83798 -5.83767  -0.094
Cl -5.35960 -5.19911 -4.87427  -0.136
H -7.50186 -4.45421 -4.27209  0.268
H -7.44760 -5.09919 -5.93143  0.293
C 5.55522 6.96155 -1.59185  -0.520
Cl 3.86616 6.44930 -1.73657  -0.091
Cl 6.51612 5.84551 -0.61098  -0.128
H 5.98521 7.00642 -2.58419  0.369
H 5.57928 7.93611 -1.12176  0.368
C 4.94165 0.65736 4.22710  0.049
Cl 5.01569 2.20803 3.38198  -0.123
Cl 6.54901 0.02424 4.60841  -0.189
H 4.39879 0.79919 5.15217  0.315
H 4.42946 -0.04824 3.58440  -0.049
C -0.85508 3.53573 4.33145  -0.577
Cl 0.59675 2.61137 3.91854  -0.042
Cl -2.05713 3.45955 3.03647  -0.068
H -1.29197 3.11187 5.22733  0.337
H -0.57973 4.57108 4.48419  0.312
C -2.97765 -3.87983 4.67235  0.099
Cl -1.35658 -4.38990 4.18130  -0.087
Cl -4.15924 -4.06529 3.36647  -0.165
H -3.29137 -4.48979 5.50959  0.390
H -2.94045 -2.83799 4.95647  -0.251
C 2.80818 7.31787 1.95862  -0.211
Cl 2.15031 5.77522 1.41581  0.024
Cl 1.55571 8.54940 2.16757  -0.177
H 3.30175 7.16500 2.90938  0.309
H 3.50935 7.66630 1.21042  0.040
C 1.69738 -8.00991 6.47068  -0.239
Cl 0.85260 -8.54911 7.92781  -0.163
Cl 1.87743 -6.25464 6.40799  -0.130
H 2.68355 -8.45489 6.46216  0.286
H 1.12570 -8.32408 5.60712  0.254
C -4.16360 -1.12996 7.60277  -0.250
Cl -5.34640 -2.03875 6.65601  -0.136
Cl -2.65355 -0.88536 6.71129  -0.118
H -4.58458 -0.16023 7.83797  0.179
H -3.94370 -1.68413 8.50576  0.343
C -7.09188 1.22184 5.15428  -0.377
Cl -6.47494 2.08787 6.57303  -0.167
Cl -5.81907 0.33525 4.32055  -0.036
H -7.84084 0.51520 5.48821  0.283
H -7.51830 1.94327 4.46955  0.307

Cartesian forces (eV/Å) of the 2 atoms listed first:
-0.16 -0.30 -0.62
0.28 0.97 0.24

---

A structure of composition C15H4BrCl8NO3V. Source: the OMol25 dataset; level of theory: ωB97M-V with the def2-TZVPD basis set.

The calculation puts the frontier orbital gap (alpha / beta) at 7.214 / 6.521 eV. The calculation puts the LUMO energy (alpha / beta) at -0.9 / -0.9 eV. Its relative energy (zero: lowest compared OMol25 entry of this formula, charge and spin) is 91.9 kJ/mol. The spin multiplicity is 2. As for the expectation value of S²: 0.8008.

Each line ends with the natural charge from an NBO analysis.
Atoms and positions in Å:
V -0.15811 0.67403 0.25490  1.158
Cl 5.36466 -0.21043 4.60151  0.058
C 3.81283 -0.12626 3.86023  -0.122
C 3.70578 -0.05755 2.47854  -0.068
Cl 5.10089 -0.07158 1.47265  0.064
C 2.44078 0.01765 1.91318  -0.135
Cl 2.27509 0.05874 0.14454  0.067
C 1.25549 0.03242 2.65476  0.371
O 0.08562 0.09946 2.07667  -0.730
C 1.39239 -0.05463 4.05156  -0.131
Cl -0.04488 -0.05947 4.99294  0.067
C 2.64746 -0.12660 4.63702  -0.053
Cl 2.77797 -0.22012 6.35019  0.068
Cl -1.19778 5.70324 0.54777  0.098
C 0.46492 5.12504 0.56823  -0.219
Cl 1.30355 5.70930 2.00929  0.087
Cl 1.29326 5.64261 -0.90950  0.080
C 0.46376 3.65473 0.61478  0.320
N 0.22131 2.53764 0.48449  -0.375
Br -1.21220 5.71624 -4.04511  0.073
C -1.73317 4.15506 -3.12133  -0.080
C -3.05028 4.01193 -2.70932  -0.231
C -3.42610 2.86952 -2.01990  -0.176
C -2.48992 1.88793 -1.71927  -0.085
C -1.18889 2.04853 -2.16104  -0.215
C -0.79032 3.17092 -2.87056  -0.236
C -2.89807 0.68410 -0.92334  0.771
O -3.97518 0.16512 -1.03598  -0.564
O -1.95685 0.25241 -0.08283  -0.766
H -3.77235 4.78692 -2.92538  0.235
H -4.44960 2.72829 -1.69835  0.244
H -0.45193 1.25153 -2.02812  0.190
H 0.22556 3.27842 -3.22312  0.234

Cartesian forces (eV/Å) of the 2 atoms listed first:
-0.97 -0.86 0.79
-0.05 0.00 -0.01

---

A structure of composition F2MnOV. Source: the OMol25 dataset; level of theory: ωB97M-V with the def2-TZVPD basis set.

The calculation puts the frontier orbital gap (alpha / beta) at 9.824 / 10.775 eV. The calculation puts the LUMO energy (alpha / beta) at -12.9 / -12.2 eV. The spin multiplicity is 7. The total charge is +2. As for the expectation value of S²: 12.3048.

Each line ends with the natural charge from an NBO analysis.
Atoms and positions in Å:
O -1.67180 -1.09147 -1.42351  -0.218
V -0.17057 -0.59091 -0.97210  1.947
Mn 1.11622 0.95161 1.73425  1.874
F -0.92348 0.39128 0.94469  -0.777
F 1.64963 0.33949 -0.28332  -0.826

Cartesian forces (eV/Å) of the 2 atoms listed first:
4.91 1.50 1.19
-4.78 0.13 0.80

---

A structure of composition CH3N3. Source: the OMol25 dataset; level of theory: ωB97M-V with the def2-TZVPD basis set.

The calculation puts the frontier orbital gap at 12.143 eV. The calculation puts the LUMO energy at -14.5 eV. Its relative energy (zero: lowest compared OMol25 entry of this formula, charge and spin) is 110.0 kJ/mol. The spin multiplicity is 1. The total charge is +2.

Each line ends with the natural charge from an NBO analysis.
Atoms and positions in Å:
C 0.27117 0.12881 0.26511  0.335
N 1.23028 -2.11445 0.08500  0.627
N 0.76532 -1.12994 0.10381  0.037
N -0.78140 0.54960 -0.26120  -0.502
H 1.28423 0.89955 0.82336  0.453
H -1.19774 1.42010 -0.05506  0.500
H -1.57185 0.24634 -0.96102  0.549

Cartesian forces (eV/Å) of the 2 atoms listed first:
3.31 4.69 1.62
0.51 -0.96 -0.01